No. 1
Here is 2 unconnected molecules or ions with the total composition C3H3NO at a distorted geometry from the OMol25 dataset. Energies are from ωB97M-V/def2-TZVPD.

Last column: Löwdin charge in e.
Geometry (Å):
C 0.8218 -0.1691 0.0923  0.082
C 2.1947 0.1624 0.1206  -0.473
C -1.9085 0.1124 0.0516  0.104
N 1.6820 -1.0815 -0.2187  0.209
O 3.2218 0.7897 0.0676  0.124
H -1.9022 -0.1757 -1.0551  0.032
H -1.8255 1.0549 0.2442  -0.090
H -2.2840 -0.6931 0.6975  0.012

Properties
LUMO energy (spin up / spin down) (eV): -0.19 / -1.85
Kohn-Sham gap (spin up / spin down) (hartree): 0.3448 / 0.2595
HOMO (spin up / spin down) (eV): -9.58 / -8.91
2S+1: 1


No. 2
Here is C3H3NO in the gas phase at a distorted geometry from the OMol25 dataset. Energies are from ωB97M-V/def2-TZVPD.

Last column: Löwdin charge in e.
Geometry (Å):
N -2.4927 -0.5471 0.7313  0.181
C -1.4084 -0.2996 0.3631  -0.173
C -0.0366 -0.4190 0.3002  -0.297
C 0.7874 0.6424 -0.4095  -0.068
O 0.4051 -0.5994 -1.0534  -0.051
H 0.4755 -0.9657 1.0782  0.150
H 1.8856 0.6807 -0.0544  0.137
H 0.3843 1.5077 -0.9554  0.120

Properties
LUMO energy (eV): 0.66
Kohn-Sham gap (hartree): 0.4284
HOMO (eV): -11.00
2S+1: 1
SMILES string: N#C[C@@H]1CO1


No. 3
Here is C3H3NO in the gas phase at a distorted geometry from the OMol25 dataset. Energies are from ωB97M-V/def2-TZVPD.

Last column: Löwdin charge in e.
Geometry (Å):
C 0.0647 -0.3781 0.8897  -0.028
C 1.0122 0.4302 0.3255  -0.069
N 0.4990 0.9887 -1.1451  0.038
O -0.6722 0.4431 -1.2829  -0.164
C -1.1391 -0.2801 -0.2932  -0.065
H -0.0736 -0.9804 1.8356  0.097
H 2.0042 0.8564 0.4518  0.079
H -1.7039 -1.0991 -0.7833  0.111

Properties
LUMO energy (spin up / spin down) (eV): 0.30 / 0.30
Kohn-Sham gap (spin up / spin down) (hartree): 0.3414 / 0.3414
HOMO (spin up / spin down) (eV): -8.99 / -9.00
2S+1: 1
SMILES string: c1cnoc1


No. 4
Here is C3H3NO2 in the gas phase at a distorted geometry from the OMol25 dataset. Energies are from ωB97M-V/def2-TZVPD.

Last column: Löwdin charge in e.
Geometry (Å):
O 2.1181 -0.0013 0.1344  0.072
C 0.7400 -0.2306 0.2127  -0.514
N 0.8134 -1.5127 0.3165  0.387
O -1.6229 -1.2257 0.0162  0.007
C -1.5456 0.0171 0.0069  -0.282
C -0.2988 0.6670 0.1312  -0.032
H 2.3583 -0.1386 -0.7986  0.134
H -2.4510 0.6410 -0.1278  0.126
H -0.1358 1.7312 0.1182  0.102

Properties
LUMO energy (spin up / spin down) (eV): -2.16 / -2.06
Kohn-Sham gap (spin up / spin down) (hartree): 0.2590 / 0.2633
HOMO (spin up / spin down) (eV): -9.21 / -9.22
2S+1: 1


No. 5
Here is C3H3NO2 in the gas phase at a distorted geometry from the OMol25 dataset. Energies are from ωB97M-V/def2-TZVPD.

Last column: Löwdin charge in e.
Geometry (Å):
C -1.2238 -0.2996 0.1967  -0.031
O -0.4975 0.8886 -0.1305  -0.008
C 0.8174 0.9103 -0.3024  -0.496
O 1.4074 1.8993 -0.6331  0.159
C 1.5539 -0.3596 -0.0610  -0.098
N 2.2029 -1.3030 0.1051  0.191
H -0.5585 -1.1392 0.4262  0.082
H -1.8467 -0.0554 1.0594  0.101
H -1.8551 -0.5413 -0.6605  0.101

Properties
LUMO energy (eV): 0.05
Kohn-Sham gap (hartree): 0.4330
HOMO (eV): -11.73
2S+1: 1
SMILES string: COC(=O)C#N


No. 6
Here is C3H3NO2 in the gas phase at a distorted geometry from the OMol25 dataset. Energies are from ωB97M-V/def2-TZVPD.

Last column: Löwdin charge in e.
Geometry (Å):
C -1.0806 -0.3220 0.1891  -0.036
O -0.5681 0.8442 -0.4953  0.014
C 0.7541 0.9257 -0.5423  -0.490
O 1.3985 1.7966 -1.0457  0.165
C 1.3595 -0.2544 0.1429  -0.112
N 1.7624 -1.1885 0.6921  0.192
H -0.2827 -1.0015 0.5768  0.066
H -1.6626 0.0530 1.0215  0.101
H -1.6806 -0.8532 -0.5389  0.101

Properties
LUMO energy (eV): 0.05
Kohn-Sham gap (hartree): 0.4356
HOMO (eV): -11.81
2S+1: 1
SMILES string: COC(=O)C#N


No. 7
Here is C3H3NO2 in the gas phase at a distorted geometry from the OMol25 dataset. Energies are from ωB97M-V/def2-TZVPD.

Last column: Löwdin charge in e.
Geometry (Å):
O 2.0654 -0.0039 -0.0998  0.078
C 0.8109 -0.3400 0.2631  -0.446
C -0.1671 0.6739 0.0354  -0.015
C -1.2993 -0.0435 -0.0135  -0.109
O -1.0568 -1.3244 0.2814  -0.035
N 0.3179 -1.5274 0.4460  0.152
H 1.6435 0.6017 -0.7641  0.121
H 0.0013 1.7406 0.1000  0.125
H -2.3157 0.2230 -0.2485  0.130

Properties
LUMO energy (eV): 0.71
Kohn-Sham gap (hartree): 0.4015
HOMO (eV): -10.22
2S+1: 1
SMILES string: Oc1ccon1


No. 8
Here is 2 unconnected molecules or ions with the total composition C3H3NO2 at a distorted geometry from the OMol25 dataset. Energies are from ωB97M-V/def2-TZVPD.

Last column: Löwdin charge in e.
Geometry (Å):
N -1.8089 2.0082 -0.2255  0.191
C -0.8523 1.3584 -0.2586  -0.125
C 0.4042 0.5792 -0.3000  -0.406
O 1.1054 0.5737 -1.2733  0.148
C 0.7493 -0.2218 0.9727  -0.207
O 1.8196 -0.7528 1.0664  0.112
H -0.0310 -0.2748 1.7574  0.132
H -0.3558 -1.7217 -0.9986  0.078
H -1.0305 -1.5485 -0.7406  0.078

Properties
LUMO energy (eV): -1.92
Kohn-Sham gap (hartree): 0.3381
HOMO (eV): -11.12
2S+1: 1
SMILES string: N#CC(=O)C=O.[H][H]


The calculation returns the following calculated total energy values, one per record and in order: -245.8851; -246.0241; -245.9231; -321.1812; -321.3203; -321.3056; -321.2572; -321.2546 hartree.
The calculation returns the following energy above the lowest of the compared OMol25 structures with the same formula, charge and spin values, one per record and in order: 129.6; 42.3; 105.7; 123.3; 36.0; 45.2; 75.5; 77.2 kcal per mole.